Computed, not measured: 5 unconnected molecules or ions with the total composition C22H45BrNO9, with ωB97M-V/def2-TZVPD.

```
78
Properties=species:S:1:pos:R:3:forces:R:3
Br -3.990826 -2.789915 0.709612 0.40 -0.11 -1.52
C -3.938347 -2.948503 -1.321026 -1.47 -0.02 -1.12
C -4.659063 -1.608487 -1.931563 -0.06 0.08 0.56
C -3.737837 -0.251573 -1.909455 -0.48 -0.17 -0.83
C -2.332979 -0.355364 -2.751380 0.30 0.44 0.02
C -2.200115 0.758684 -3.958621 -0.33 0.70 -1.31
N -1.267133 1.824696 -3.346046 0.19 -0.47 1.04
C -0.296836 0.885907 -2.599454 0.00 -2.90 -0.51
O -1.275862 0.068143 -1.819179 1.25 2.16 -1.17
H -4.673685 -3.857965 -1.560258 1.96 1.95 0.57
H -2.856467 -3.149467 -1.732271 -2.19 0.43 1.11
H -5.033957 -1.834703 -3.021839 0.80 0.43 2.07
H -5.607934 -1.392209 -1.240665 2.06 -0.48 -1.70
H -3.467421 0.051341 -0.811748 -0.48 -0.64 -2.13
H -4.391326 0.601016 -2.424909 1.42 -1.68 1.35
H -1.967533 -1.403306 -3.123911 -1.28 1.84 0.43
H -3.175618 1.337117 -4.300494 1.91 -1.63 0.77
H -1.549107 0.429551 -4.891914 -1.80 0.27 1.88
H -0.838980 2.470982 -4.074229 -0.63 -0.94 1.27
H -1.747628 2.340496 -2.552666 0.44 -0.27 -1.45
H 0.060952 0.076433 -3.400635 0.00 2.35 1.48
H 0.576932 1.409805 -2.020903 -1.97 -1.11 -0.83
O 4.111850 1.131329 -2.855346 -0.67 0.18 1.97
C 4.202237 1.226642 -1.635149 0.73 0.08 -1.54
O 3.099560 1.412157 -0.875991 -0.67 -0.30 -0.63
C 3.071253 1.330043 0.559675 0.21 0.23 0.44
C 3.429767 2.663721 1.184987 0.11 0.25 -0.12
C 5.546373 1.237387 -0.965778 0.18 -0.78 0.10
H 3.701451 0.512484 0.921909 0.06 0.18 -0.13
H 2.043135 1.070834 0.834676 0.09 -0.02 -0.33
H 4.449334 2.965599 0.930021 -0.11 -0.19 0.17
H 3.345786 2.613615 2.274539 0.07 -0.03 -0.17
H 2.764117 3.450731 0.816131 -0.07 -0.16 0.05
H 5.934036 2.259492 -0.949671 -0.07 -0.14 0.10
H 6.227466 0.604749 -1.545775 -0.19 0.35 -0.09
H 5.536785 0.825761 0.042186 -0.02 0.38 -0.05
O -5.155839 3.191402 -1.885087 -0.05 0.02 1.78
C -5.065452 3.286715 -0.664890 -0.48 0.21 -1.04
O -6.168129 3.472230 0.094268 0.21 -0.41 -0.89
C -6.196436 3.390117 1.529935 0.03 0.22 0.41
C -5.837922 4.723794 2.155247 0.13 0.18 -0.08
C -3.721316 3.297461 0.004481 0.39 -0.49 0.16
H -5.566238 2.572557 1.892167 0.03 0.10 -0.13
H -7.224554 3.130907 1.804934 0.17 0.00 -0.37
H -4.818355 5.025672 1.900279 -0.05 -0.07 0.11
H -5.921903 4.673688 3.244798 0.00 -0.01 -0.15
H -6.503572 5.510805 1.786390 0.02 -0.19 0.09
H -3.333653 4.319565 0.020587 -0.08 -0.11 0.06
H -3.040223 2.664822 -0.575517 -0.14 0.21 0.00
H -3.730904 2.885834 1.012444 -0.01 0.23 0.04
O 6.395696 1.667418 1.922844 -0.33 0.15 2.08
C 6.486083 1.762730 3.143042 0.19 0.14 -1.15
O 5.383406 1.948246 3.902200 -0.20 -0.37 -0.69
C 5.355099 1.866132 5.337866 0.10 0.19 0.35
C 5.713613 3.199810 5.963178 0.15 0.18 -0.07
C 7.830219 1.773476 3.812413 0.37 -0.63 0.07
H 5.985297 1.048572 5.700099 0.02 0.13 -0.14
H 4.326981 1.606922 5.612866 0.15 0.00 -0.35
H 6.733180 3.501688 5.708211 -0.07 -0.09 0.11
H 5.629632 3.149703 7.052730 0.00 -0.01 -0.14
H 5.047963 3.986820 5.594322 0.01 -0.17 0.09
H 8.217882 2.795580 3.828519 -0.07 -0.12 0.03
H 8.511312 1.140837 3.232415 -0.18 0.34 -0.03
H 7.820631 1.361849 4.820376 -0.05 0.25 0.05
O -0.284817 -9.714284 -2.001429 -0.46 2.35 0.53
C -0.552259 -8.517783 -1.946713 0.20 -1.92 -0.28
O -0.625584 -7.882961 -0.755807 0.38 -0.22 0.27
C -0.725963 -6.457411 -0.593286 -0.18 -0.02 -0.04
C -2.172545 -6.007235 -0.647907 -0.17 -0.06 -0.13
C -0.899786 -7.753507 -3.191695 0.48 0.23 -0.53
H -0.094002 -5.931274 -1.314793 -0.09 -0.12 -0.04
H -0.317451 -6.229260 0.397120 0.00 -0.32 -0.17
H -2.623610 -6.222531 -1.620453 0.08 0.07 0.02
H -2.248970 -4.932060 -0.461241 0.05 -0.18 0.08
H -2.767288 -6.538233 0.102326 0.16 0.13 -0.04
H -1.969581 -7.856327 -3.392210 0.13 0.04 0.04
H -0.335585 -8.179545 -4.028764 -0.29 -0.10 0.24
H -0.627429 -6.700165 -3.149124 -0.22 0.05 0.09
```
Forces are in eV/Å.

Output
Charge   +1

Löwdin population analysis, charges in e, atoms 1 to 2: 0.5426, -0.5584

Computed, not measured: 18 unconnected molecules or ions with the total composition C22H45Cl34N4O, with ωB97M-V/def2-TZVPD.

```
106
Properties=species:S:1:pos:R:3:forces:R:3
N 0.812434 -2.500349 0.775433 -0.27 -0.16 0.34
C 1.675994 -1.465843 0.771369 2.20 2.01 -0.60
N 3.039602 -1.612347 0.313601 -1.74 6.28 2.32
C 3.507338 -0.260668 0.503524 -2.39 -1.27 0.06
N 2.483594 0.641469 1.034222 3.18 -4.09 -3.13
N 1.378751 -0.133356 1.160425 -0.12 -2.04 0.35
C 0.130401 0.519812 1.650667 -1.08 1.25 -1.27
C -0.919784 0.577964 0.428424 -0.77 -0.23 0.29
C -2.298998 -0.167916 0.726676 -0.40 0.20 -0.71
O -2.129878 -1.332933 1.570215 -0.37 0.39 -0.67
H 1.098306 -3.369354 1.253967 -0.15 0.74 -0.77
H -0.070506 -2.473574 0.260490 0.40 0.17 0.79
H 4.560041 0.101170 0.286595 -1.80 -0.57 0.20
H 2.590124 1.634284 1.259479 -0.56 -0.60 -0.16
H -0.295623 0.073863 2.601868 0.80 0.19 -1.39
H 0.413030 1.620298 1.868326 -0.40 -2.37 -0.45
H -1.172949 1.669271 0.177111 0.44 -1.85 0.52
H -0.466181 0.131962 -0.521156 -0.43 0.56 1.32
H -2.728878 -0.532916 -0.276753 0.57 0.83 1.38
H -3.057090 0.529454 1.224792 1.09 -0.71 -0.72
H -2.984832 -1.808580 1.513019 0.68 0.30 0.17
C 5.735904 0.227954 3.869999 0.51 0.05 0.15
Cl 5.739034 -1.378658 4.604218 0.00 0.08 0.00
Cl 4.275577 0.478712 2.899110 0.91 0.00 1.18
H 5.773551 0.974233 4.656753 -0.05 -0.23 -0.11
H 6.608514 0.326918 3.226179 -0.20 -0.12 -0.04
C 6.880893 -3.135366 1.303002 -0.16 0.15 0.11
Cl 7.112389 -4.881437 1.448887 -0.09 0.00 0.06
Cl 8.151128 -2.401158 0.317682 -0.08 0.11 0.03
H 5.915805 -2.944619 0.835510 0.15 -0.11 -0.04
H 6.903835 -2.691314 2.297514 0.11 -0.14 -0.14
C -1.150036 2.327261 -3.055834 -0.37 -0.38 -0.18
Cl -1.081432 3.320462 -1.592942 0.09 0.42 -0.18
Cl -2.327516 1.016023 -2.883283 -0.04 -0.17 0.01
H -1.440021 2.955872 -3.896816 -0.32 -0.48 0.68
H -0.168243 1.898637 -3.237586 -0.22 0.00 0.12
C 3.666542 -5.779868 2.903816 0.48 0.00 0.26
Cl 3.706281 -7.380294 3.646119 0.02 0.16 -0.06
Cl 2.209067 -5.567445 1.919961 -0.17 0.10 -0.12
H 3.675876 -5.025203 3.688177 -0.15 -0.13 -0.09
H 4.542140 -5.662439 2.267522 -0.21 -0.09 -0.01
C 0.783590 5.446581 -3.866404 0.07 0.34 0.20
Cl 2.522506 5.151652 -3.751700 -0.06 0.26 0.06
Cl -0.005123 4.233596 -4.886421 0.43 0.91 -0.73
H 0.350491 5.404370 -2.868942 0.07 -0.13 -0.16
H 0.619830 6.432165 -4.298252 0.07 -0.20 -0.06
C -0.692004 2.983160 4.395452 -0.31 0.23 -0.03
Cl 0.912954 2.563863 3.774701 0.29 0.53 0.35
Cl -1.889209 1.756453 3.966380 0.20 -0.10 -0.02
H -0.641360 3.061857 5.479265 0.05 -0.18 -0.17
H -0.996300 3.937370 3.969827 0.06 -0.20 -0.05
C -5.590761 0.207458 -0.702050 0.11 0.24 -0.05
Cl -5.543208 -1.397368 0.041625 0.08 -0.08 0.08
Cl -7.042142 0.411326 -1.687507 0.08 0.13 0.08
H -5.587799 0.961419 0.083169 -0.11 -0.15 -0.07
H -4.713637 0.330465 -1.334848 -0.16 -0.09 0.03
C 1.950059 -7.367181 -1.421954 -0.11 0.10 0.13
Cl 3.544819 -7.773561 -2.066595 0.07 0.19 0.08
Cl 0.754671 -8.595910 -1.850711 -0.05 0.08 0.04
H 2.014355 -7.299533 -0.337846 0.05 -0.15 -0.17
H 1.636204 -6.409452 -1.833463 0.07 -0.19 -0.07
C -4.904347 4.206207 4.568155 -0.28 -0.06 0.12
Cl -3.599751 4.532059 3.421147 0.05 0.22 -0.21
Cl -6.245045 5.334790 4.348959 0.03 -0.07 0.09
H -5.266633 3.192754 4.412038 0.02 0.19 -0.11
H -4.519453 4.309337 5.577934 -0.06 0.15 -0.20
C 2.911900 1.963944 6.909763 -0.11 -0.24 0.23
Cl 4.188144 2.332468 5.742321 -0.15 0.27 0.26
Cl 1.547509 3.071949 6.736320 0.23 0.08 0.77
H 2.562309 0.946782 6.741970 0.04 0.17 -0.10
H 3.317119 2.053755 7.915724 -0.03 0.12 -0.19
C 2.140949 0.874322 -5.354782 0.10 -0.09 -0.29
Cl 2.208244 1.865065 -3.891976 0.39 -0.20 0.05
Cl 0.968209 -0.437414 -5.184226 -0.02 0.01 -0.05
H 1.848540 1.504054 -6.193613 -0.06 -0.01 0.21
H 3.125281 0.448007 -5.538401 -0.15 0.03 0.15
C -6.433472 4.876453 8.735166 -0.20 0.22 0.13
Cl -4.833063 4.467180 8.102845 0.05 0.47 0.26
Cl -7.626996 3.646995 8.299798 -0.20 0.29 -0.01
H -6.377186 4.946288 9.819869 0.06 -0.13 -0.16
H -6.743571 5.833180 8.319338 0.07 -0.20 -0.06
C -7.354220 -2.165027 -4.397611 0.11 0.18 0.00
Cl -7.305043 -3.766884 -3.651567 0.11 0.02 0.07
Cl -8.806492 -1.961959 -5.383791 0.05 0.10 -0.01
H -7.351820 -1.410779 -3.613098 -0.10 -0.21 -0.11
H -6.477174 -2.043034 -5.030712 -0.17 -0.13 0.02
C -4.526409 0.596835 7.629693 -0.03 -0.24 0.27
Cl -5.485366 1.283785 8.944038 0.17 -0.49 0.04
Cl -4.073426 1.836265 6.448879 0.14 -0.55 -0.02
H -3.621735 0.156617 8.044884 -0.08 0.19 -0.06
H -5.113030 -0.170060 7.127530 0.01 0.22 0.01
C 0.736135 5.263418 -8.495607 -0.12 0.38 -0.02
Cl 1.023935 3.525861 -8.331559 -0.08 -0.13 0.14
Cl 2.000434 6.032296 -9.459090 -0.10 0.00 0.07
H -0.224317 5.417110 -8.984292 0.18 -0.14 -0.04
H 0.722875 5.713467 -7.504601 0.11 -0.17 -0.10
C 0.547151 2.334007 -11.693874 0.04 -0.14 0.19
Cl -0.114323 3.838459 -12.345054 -0.06 0.05 0.14
Cl 1.628839 1.555463 -12.854664 0.00 -0.07 0.07
H 1.104779 2.557683 -10.785806 -0.04 0.03 -0.30
H -0.273545 1.656339 -11.465508 0.08 0.11 -0.16
C 4.287204 -10.482631 -4.397273 -0.16 0.06 0.15
Cl 4.566262 -12.220740 -4.239743 -0.09 0.00 0.05
Cl 5.549580 -9.718959 -5.371766 -0.05 0.12 0.02
H 3.323583 -10.321012 -4.876837 0.18 -0.07 -0.02
H 4.285314 -10.033459 -3.404915 0.10 -0.17 -0.22
```
Forces are in eV/Å.

Output
Charge   +1

Löwdin population analysis, charges in e, atoms 1 to 2: 0.1642, -0.2914

Computed, not measured: a molecular structure, C22H45FO4SSi2Zr, with ωB97M-V/def2-TZVPD.

```
76
Properties=species:S:1:pos:R:3:forces:R:3
C 1.919934 2.488457 -1.144160 -1.01 -0.93 1.09
C 1.267481 1.745957 -0.170208 0.50 1.05 -0.78
C 0.647868 0.315673 -0.396785 -0.02 0.41 -1.46
C -0.182040 -0.238637 0.843972 0.94 -0.59 0.40
C 0.862753 -0.286817 2.017823 0.59 -0.10 1.83
C 2.126962 -1.272588 1.795636 -0.44 -0.30 -0.13
C 3.499085 -0.561094 1.457984 0.53 -1.13 -0.36
C 4.438911 -1.660049 0.733400 -0.45 0.51 -1.19
C 4.148516 -1.815076 -0.849539 0.66 1.52 0.09
C 4.469458 -0.471479 -1.726201 -1.90 -1.80 -0.32
C 4.431830 -0.721641 -3.333964 0.46 -0.08 0.58
C 3.930897 0.547268 -4.158621 -0.13 -0.43 -0.46
C 2.394528 0.396060 -4.594016 0.19 0.08 0.23
C -1.488738 0.698677 0.886831 -1.12 0.99 -2.44
Si -2.252793 1.275073 2.546440 -0.51 2.36 0.63
C -2.741184 3.128259 2.294724 1.34 0.19 -0.18
C -1.125485 1.289714 4.085361 0.14 -0.70 1.37
C -3.830920 0.237025 3.084772 -1.07 -1.49 0.71
C -2.382665 -0.147084 -0.186633 2.32 -2.97 0.65
Si -4.129329 0.321483 -0.756803 -2.64 0.98 -2.02
C -4.025654 0.787187 -2.636434 0.82 0.17 0.61
C -5.208214 -1.305143 -0.701610 0.45 -1.61 0.64
C -5.146403 1.663794 0.081389 -1.48 0.12 0.51
O -2.338226 -1.447655 0.484767 1.50 1.48 -0.14
C -0.911684 -1.666869 0.664802 -0.42 -1.31 -1.80
O -0.348851 -2.488639 -0.353292 -0.45 1.21 0.91
S -0.961029 -2.837838 2.102719 0.05 -3.19 5.54
O -1.479188 -2.178763 3.340670 0.98 -0.73 -4.04
O 0.262309 -3.638160 2.279663 -2.69 2.27 -1.46
F -2.147753 -3.913439 1.676331 2.10 2.39 0.04
H 1.797165 2.270588 -2.236359 0.49 -0.11 1.11
H 2.553086 3.370401 -0.868611 -1.08 -0.70 -0.26
H 1.139963 2.225257 0.837113 0.55 -0.75 -0.92
H 1.504466 -0.367258 -0.694675 -1.05 0.48 0.77
H 0.026943 0.401884 -1.348199 0.46 -0.25 1.15
H 0.417091 -0.638488 3.000845 0.16 0.40 -1.38
H 1.322213 0.717057 2.287332 -0.84 -0.95 -0.67
H 1.811124 -2.062900 1.042918 0.67 0.93 0.69
H 2.290412 -1.849761 2.757282 -0.33 0.71 -1.12
H 4.021865 -0.305812 2.417599 -0.58 0.03 -0.92
H 3.438663 0.348861 0.803706 -0.13 -0.74 0.69
H 4.294419 -2.675621 1.206578 0.57 1.12 -0.37
H 5.535779 -1.277725 0.857935 -0.84 -0.53 0.16
H 4.853667 -2.659503 -1.281084 -1.19 -0.38 0.23
H 3.100379 -2.164714 -1.062803 1.29 -0.14 0.03
H 3.651687 0.263370 -1.465682 1.60 -0.14 -0.04
H 5.532602 -0.063392 -1.489300 -1.18 1.57 0.17
H 5.504745 -0.950183 -3.678875 -0.91 0.02 0.17
H 3.819731 -1.647168 -3.562131 0.73 1.04 0.27
H 4.542907 0.610795 -5.104283 -0.58 -0.02 1.11
H 4.134513 1.485064 -3.574947 -0.24 -0.87 -0.50
H 1.804213 1.317842 -4.331750 0.64 -0.88 -0.38
H 1.895570 -0.483877 -4.085104 0.56 0.89 -0.53
H 2.325939 0.237329 -5.708074 0.02 0.16 1.27
H -1.378863 1.679629 0.307647 0.12 -0.89 0.93
H -2.764601 3.423516 1.206336 -0.30 -0.21 1.16
H -3.665573 3.410082 2.866365 0.72 -0.34 -0.63
H -1.889661 3.737040 2.742196 -1.03 -0.58 -0.46
H -1.090359 0.234685 4.505944 0.10 1.21 -0.54
H -1.608366 1.950812 4.865400 0.50 -0.61 -0.90
H -0.098815 1.690311 3.835241 -1.11 -0.31 0.05
H -3.999858 -0.587947 2.338407 0.24 0.75 0.75
H -3.657558 -0.186847 4.113873 0.11 0.26 -1.14
H -4.713400 0.944541 3.173967 1.28 -0.30 -0.41
H -1.864419 -0.432310 -1.162217 -0.45 1.42 0.85
H -3.606335 1.834082 -2.685919 -0.52 -1.09 -0.51
H -3.363040 0.033456 -3.160645 -0.71 0.95 0.41
H -5.088608 0.733366 -3.030098 1.17 0.20 0.52
H -5.656174 -1.500113 0.309734 0.31 0.22 -1.06
H -4.486704 -2.144130 -0.957280 -0.60 0.90 0.40
H -5.966586 -1.260617 -1.532169 0.57 0.56 0.86
H -5.585671 1.247963 1.040120 0.63 0.68 -0.97
H -6.061461 1.844987 -0.572710 1.09 -0.25 0.60
H -4.673879 2.673872 0.211251 -0.17 -1.02 -0.11
H -0.348917 -2.019595 -1.206040 -0.04 -0.16 0.25
Zr 6.549331 -1.652484 -1.297849 0.09 -0.61 0.17
```
Forces are in eV/Å.

Output
Charge   +4

Löwdin population analysis, charges in e, atoms 1 to 2: 0.0569, -0.1393

E_HOMO in eV, matching the order above: -11.56, -11.85, -19.99
Frontier orbital gap in eV, matching the order above: 8.60, 8.82, 3.03
Strongest force on any atom in Eh/bohr, matching the order above: 0.057, 0.135, 0.124